Record 1
ORCA calculation (ωB97M-V with the def2-TZVPD basis set) on C25H24GeO3PPmSSe2 as an isolated structure.

The geometry in XYZ format:
```
58
Properties=species:S:1:pos:R:3:forces:R:3
H 3.347 2.789 2.468 0.28 0.19 0.50
C 1.151 -2.438 1.112 0.28 -0.12 -0.82
H 2.501 -2.322 -0.558 -0.16 -0.43 -0.22
H -0.405 0.980 -3.783 0.30 0.11 -0.40
Se -0.023 -0.981 -1.529 0.23 -0.03 -0.77
H -5.961 1.126 -0.753 0.10 -0.21 -0.10
C 0.739 2.710 -1.620 1.18 0.09 -0.38
S -3.482 -3.609 0.384 1.21 0.79 -0.95
C 2.454 -4.733 1.830 -0.16 0.05 -1.07
O -4.285 -2.364 0.344 -1.07 1.29 0.69
C -2.721 1.957 -0.694 1.14 0.50 -0.55
H 2.713 5.815 -0.231 -1.17 -1.43 -0.31
C -3.149 0.624 -2.632 -0.89 -0.61 -1.39
C 3.256 2.072 1.681 -0.12 -0.63 -0.23
H 0.085 -2.629 3.011 -0.01 -0.14 -0.50
C 1.681 3.378 -2.416 -1.63 0.71 0.31
H 4.427 1.534 -1.478 -0.41 -0.33 0.77
H 1.449 1.279 2.488 0.07 -0.26 0.14
C 1.407 -4.269 2.594 -0.66 0.54 0.88
H 3.702 -4.462 0.047 -0.75 0.27 0.45
C 2.134 4.901 -0.598 0.68 1.41 0.51
H 2.801 5.158 -2.645 0.27 -0.05 0.43
H 2.932 -5.641 2.107 0.45 -0.50 0.24
C 0.628 3.045 -0.288 -1.04 -0.81 0.89
H -1.981 2.463 -0.119 -0.04 0.58 0.70
Pm -2.653 -0.846 -0.269 -1.33 -0.52 -0.40
H -4.350 2.301 0.611 -0.12 0.19 -0.12
C -4.042 1.869 -0.335 0.26 0.70 2.06
C 4.143 2.083 0.614 -0.65 0.43 -0.78
O -3.989 -4.633 -0.419 -0.18 -1.14 -1.19
H -4.384 -4.282 2.519 0.79 0.06 -0.94
H 1.043 -4.723 3.521 0.61 -0.32 -0.40
C 2.767 0.474 -0.550 0.45 -0.20 0.57
C 1.303 4.128 0.204 0.43 0.60 1.22
C -4.496 0.488 -2.283 -0.83 0.27 1.58
C 2.141 -2.954 0.249 0.62 0.11 1.05
C -4.921 1.160 -1.064 -1.25 -1.77 -2.52
P 0.598 -0.839 0.597 0.83 0.52 0.32
C 2.183 1.201 1.697 -0.22 -0.44 -0.64
O -2.121 -2.989 -0.059 -0.60 -1.76 0.73
H 2.607 -0.164 -1.405 -0.11 0.11 -0.21
C -2.256 1.391 -1.858 -0.37 -0.34 -0.66
C 0.768 -3.075 2.283 0.23 0.23 -0.14
C 2.844 -4.085 0.637 0.01 -0.26 0.16
H 4.953 2.806 0.661 0.04 -0.29 -0.29
C 1.984 0.333 0.602 -0.27 0.54 0.20
H -2.719 -3.553 2.560 -0.60 -0.34 -0.19
H -2.874 0.111 -3.579 0.27 0.48 0.73
H 0.037 2.382 0.393 0.42 0.95 -0.51
H -2.899 -5.181 1.990 0.09 -0.80 -0.32
C 3.828 1.368 -0.559 0.91 0.40 0.25
Ge -0.387 1.406 -2.338 0.02 -1.19 -0.19
H 1.190 4.363 1.260 0.09 0.06 -0.15
C 2.274 4.548 -1.915 0.27 -0.85 -1.66
Se -1.025 -0.177 1.808 -0.06 0.81 1.37
C -3.395 -4.236 1.991 0.48 1.63 2.15
H 1.696 3.097 -3.456 0.55 0.23 -0.30
H -5.246 -0.155 -2.829 1.14 0.91 0.44
```
Positions in Å, forces in eV/Å.

2S+1 ... 5
LUMO level (alpha / beta) ... -6.61 / -6.55 eV
Net charge ... +2
<S²> ... 6.01



Record 2
ORCA calculation (ωB97M-V with the def2-TZVPD basis set) on one molecule with the formula C3H5N3O.

The geometry in XYZ format:
```
12
Properties=species:S:1:pos:R:3:forces:R:3
H -2.426 -1.072 0.814 0.07 0.14 0.00
N 0.645 1.630 0.049 -0.23 0.37 0.00
H 0.417 2.144 0.899 0.11 -0.16 -0.11
O 1.140 -2.177 0.162 -0.34 -0.17 0.04
C 1.722 0.482 -0.062 -0.11 0.08 0.19
N -0.096 -2.047 0.133 0.08 0.13 0.01
C -0.552 -0.748 0.173 0.19 -0.07 -0.01
H -2.356 -0.506 -0.712 0.02 -0.02 0.08
H 0.399 2.124 -0.803 0.11 -0.08 0.18
N -1.932 -0.425 0.208 -0.08 -0.16 -0.12
C 0.447 0.179 0.098 0.25 -0.19 -0.10
H 2.620 0.434 0.533 -0.07 0.15 -0.15
```
Positions in Å, forces in eV/Å.

LUMO level (alpha / beta) ... 0.31 / 0.31 eV
Structure (SMILES) ... N/C(=N/[O-])C1=C[NH2+]1



Record 3
ORCA calculation (ωB97M-V with the def2-TZVPD basis set) on a 11-piece molecular cluster, C52H68Br2INO37 overall.

The geometry in XYZ format:
```
161
Properties=species:S:1:pos:R:3:forces:R:3
C 5.402 0.613 5.846 -0.51 0.31 0.73
C 6.882 0.392 5.784 0.60 0.19 0.61
O -8.718 7.377 -4.762 0.54 -0.07 -0.10
O 2.488 -7.361 8.272 0.64 0.10 -0.73
C -0.484 -3.607 3.081 0.26 0.56 0.57
H 4.875 -0.209 6.339 0.04 0.01 -0.06
H -1.538 4.056 -1.788 0.97 0.10 1.42
H 1.032 -0.676 2.947 0.69 1.50 0.00
O 6.285 1.137 10.501 0.41 0.17 -0.48
H 8.533 -1.150 10.645 0.03 0.16 -0.17
C -9.158 6.564 -3.682 -0.74 -0.08 0.23
O -0.933 -5.165 -3.293 0.53 0.08 -0.58
O -1.554 -3.193 2.354 0.54 -0.16 0.51
H 0.673 4.122 -6.850 0.04 0.05 -0.21
O -4.251 1.493 3.775 -1.57 -0.04 -0.19
H 1.587 1.860 -0.697 0.63 1.59 0.57
C 5.976 -0.040 3.783 -0.02 -0.33 -0.94
C 2.652 3.250 -6.775 0.11 -0.28 0.84
H -2.879 -4.299 1.197 0.10 0.18 0.09
C -5.442 2.265 3.518 -1.27 -0.16 -0.79
C -1.640 1.135 -7.761 0.55 -1.05 0.55
H 2.426 -3.833 -5.499 -0.10 -0.06 0.16
H 2.418 -5.573 -5.136 -0.06 0.04 0.01
N -1.199 2.800 -0.041 0.05 -0.29 -0.26
C -4.944 2.550 1.005 1.44 -1.12 -2.42
C -3.835 0.000 -2.928 -2.00 -0.07 1.39
C -1.199 -5.420 1.979 -0.21 -0.88 -0.21
H -5.109 -1.273 2.218 1.43 0.73 0.91
C -7.883 6.228 -2.971 0.08 -0.47 0.82
C -2.223 3.033 -8.795 0.03 0.83 -0.45
H 4.771 0.307 -3.473 -0.12 -0.02 -0.20
O 3.072 -7.649 6.103 0.11 0.13 0.58
O 4.517 -3.366 3.711 0.34 -0.66 -0.31
H -4.085 2.472 -7.838 0.07 -0.02 -0.02
H 0.880 2.696 -7.887 0.20 0.12 0.09
O -7.881 4.043 -0.756 -1.08 -1.63 4.70
H -9.658 5.679 -4.086 0.05 0.04 0.01
H -5.889 2.725 4.475 0.93 -0.46 -1.30
H 4.420 -7.824 4.533 -0.19 0.01 0.10
C -4.537 0.096 4.009 0.95 -1.69 0.38
O -0.966 0.306 -7.214 -0.59 0.87 -0.53
C 2.137 2.657 -0.080 -0.30 0.56 0.22
O 5.025 0.645 4.476 0.43 -0.31 -0.38
C 4.221 -1.635 -5.860 -0.27 -0.08 -0.97
C -2.105 2.976 1.116 -0.53 -0.14 0.42
H 6.390 -1.331 -4.135 -0.08 -0.02 -0.02
C 5.021 -4.338 2.903 0.99 -0.04 -0.02
C -5.718 1.005 -1.151 2.40 1.55 2.22
O 4.961 -2.468 -5.077 -0.43 0.28 -0.35
H -3.851 -0.237 4.877 -1.13 0.69 -1.30
C 5.222 -6.903 6.319 0.89 0.18 -0.14
C -1.815 -1.780 -3.222 0.40 -1.25 0.46
I -9.148 4.653 1.921 0.45 -0.67 -0.59
C 2.807 -4.362 2.566 -0.69 -0.21 -0.12
H -1.004 4.922 -0.160 -0.21 -1.13 -0.95
H 0.360 -3.948 -6.706 0.03 -0.05 0.06
O 2.081 2.233 1.318 -0.31 -1.08 -1.35
C -1.606 1.711 -0.968 0.25 -0.95 -0.04
O 3.956 -0.463 -5.222 0.16 -0.51 -0.37
O 5.880 -0.348 2.629 0.01 0.23 0.84
O 0.096 -2.925 3.879 -0.34 -0.53 -0.60
H 5.858 -6.054 6.065 -0.11 -0.03 0.17
H -5.611 -0.130 4.324 1.30 0.72 -0.31
H 5.141 1.549 6.343 -0.04 -0.07 -0.19
C -4.223 0.866 -1.620 -0.80 1.75 2.15
O -1.793 3.406 2.243 -1.23 -1.22 -4.34
O -0.152 -4.893 2.787 -0.18 0.63 0.14
H 3.489 -0.908 -3.271 0.04 0.00 -0.05
H -6.151 4.047 2.275 1.32 -0.96 0.08
C 1.426 4.121 -0.209 0.72 -1.42 0.45
O 1.810 4.394 -8.567 0.62 0.00 -0.12
C -6.035 1.854 0.139 1.94 -0.15 -0.63
C 3.280 -7.235 7.383 -0.73 -0.11 0.87
O 6.169 -4.684 2.896 -0.91 0.12 0.08
H 2.173 0.189 0.722 -0.95 0.84 0.86
Br -2.735 1.025 -4.239 -0.74 -0.44 0.72
H 2.625 2.265 -6.305 0.16 0.05 -0.16
C 0.695 -4.887 -6.257 0.06 0.12 -0.91
H -7.736 1.678 1.661 0.32 0.60 -1.57
O -6.801 0.385 -1.847 1.82 0.54 1.41
O 7.047 -0.330 4.570 -0.55 0.06 -0.42
H -1.321 -3.900 0.439 -0.04 -0.04 0.09
H 6.153 -0.895 10.773 0.04 0.06 0.00
H -0.804 -6.103 1.226 0.13 0.09 0.17
C 1.790 -4.685 -5.255 0.97 0.15 -0.23
C 6.737 -0.047 11.143 -0.43 -0.47 0.60
H 2.571 0.340 3.337 -1.50 0.03 -0.56
C 1.530 0.880 1.375 -0.04 -0.50 1.29
C 7.109 1.360 9.443 -0.20 0.73 -0.62
H 3.796 -6.190 4.852 0.04 -0.02 0.06
H -8.274 1.353 -0.070 1.18 1.22 0.87
H 3.217 -2.233 2.591 0.06 -0.05 0.04
H 0.979 -5.578 -7.052 -0.20 -0.02 0.14
C -0.145 -5.029 -4.186 -0.55 -0.12 0.58
H -3.972 -2.250 -2.994 1.09 1.39 0.96
O -2.860 0.892 -8.311 0.64 0.08 0.21
H 3.213 2.743 -0.469 -1.29 -0.28 0.80
O 0.487 4.003 -1.311 -1.07 0.80 1.04
C 1.375 3.580 -7.485 -0.62 -0.26 0.29
O 4.506 -6.660 7.523 -0.59 -0.20 -0.07
O 8.188 0.530 9.473 -0.51 0.33 -0.11
C -7.570 2.004 0.574 -0.02 0.12 0.53
O -6.785 7.438 -5.943 -0.52 -0.31 0.74
H 7.253 -0.185 6.633 0.07 -0.04 -0.22
C -3.243 -1.459 -2.573 0.69 -0.50 -1.78
C -1.808 -4.191 1.374 -0.41 -0.10 -0.75
H -1.900 -5.963 2.620 0.06 0.06 0.00
C 3.193 -3.094 3.266 -0.59 0.79 0.26
H 5.401 -2.335 -3.051 -0.02 -0.08 -0.22
H 6.613 0.024 12.224 -0.10 0.15 -0.15
H -3.503 -1.739 3.068 -1.19 1.48 -0.40
C -0.877 4.019 -0.847 1.02 0.60 -0.09
H -4.845 -0.186 -3.457 1.78 0.44 0.77
H 2.918 3.997 -6.021 0.00 -0.01 -0.06
H 0.441 0.884 1.022 1.52 0.02 0.16
C -8.091 3.533 0.362 1.57 0.04 -4.39
O 3.741 4.463 -9.750 -0.51 -0.29 0.74
H 8.835 0.422 11.420 -0.06 0.00 -0.05
C -7.414 7.061 -4.996 0.64 0.33 -0.82
C 4.360 -0.623 -3.868 -0.20 0.52 0.70
H 2.125 -4.188 1.733 0.21 -0.15 -0.01
H -6.237 1.541 3.113 0.94 1.01 0.63
O -6.916 6.262 -4.013 -0.26 0.36 -0.56
H 2.538 -2.866 4.107 0.22 -0.02 -0.04
O 6.911 2.181 8.593 0.13 -0.71 0.55
C 3.115 4.084 -8.802 0.59 0.32 -0.83
H 7.443 1.328 5.718 -0.07 -0.06 0.04
H -3.580 -0.246 1.976 -0.91 -0.87 1.24
C -5.228 3.379 2.346 0.49 -1.64 0.36
O 3.617 3.287 -7.819 -0.23 0.34 -0.49
H -9.859 7.108 -3.047 0.06 0.08 -0.21
H 2.359 -5.094 3.244 0.00 0.07 -0.07
H 0.891 4.341 0.788 0.84 -0.32 -1.52
O -0.801 1.065 -1.667 -3.06 2.40 2.39
H -4.301 3.970 2.659 -1.31 -0.67 -0.79
H -1.416 -2.723 -2.683 -0.70 1.46 -0.92
H -7.914 5.244 -2.502 0.20 0.26 -0.23
C -3.180 1.606 -0.761 -1.96 0.28 0.91
C -4.176 -0.852 2.756 0.19 0.12 -0.51
O 1.081 -4.458 -4.045 -0.71 -0.21 0.05
H -1.904 -2.086 -4.332 -0.02 0.83 1.69
H -7.616 6.973 -2.217 -0.02 -0.02 -0.06
H -7.324 -0.149 -1.205 0.63 0.53 -0.55
O 4.054 -4.866 2.103 0.55 0.22 0.29
H 2.221 4.930 -0.421 -1.45 -1.18 0.11
C 8.178 -0.122 10.736 0.66 -0.48 0.37
O 3.852 -1.902 -6.969 0.21 0.11 0.91
H -1.025 -0.972 -3.074 -1.38 -0.90 -0.24
C -3.426 2.151 -8.650 -0.84 0.17 -0.18
H 0.860 1.105 3.502 1.02 -1.19 -0.77
C 5.383 -1.714 -3.948 0.64 -0.20 0.63
C 4.131 -7.122 5.317 0.06 -0.03 -0.90
Br -3.116 -1.837 -0.616 -0.24 0.34 -0.87
O -0.362 -5.425 -5.470 0.05 0.12 0.75
O -1.282 2.440 -7.909 -0.49 -0.64 0.14
H -4.006 2.082 -9.571 0.08 -0.19 0.12
H 5.851 -7.789 6.454 -0.07 0.03 -0.01
H -2.427 4.067 -8.511 0.18 -0.12 0.09
H -1.812 3.019 -9.809 -0.01 -0.03 0.07
C -3.480 2.423 0.527 -2.72 -1.99 -1.76
C 1.511 0.365 2.909 -0.04 0.62 -0.87
```
Positions in Å, forces in eV/Å.

LUMO level ... -1.35 eV
Structure (SMILES) ... CCOCCOCN1C(=O)c2c(CCOCC)c(CC(=O)I)c(O)c([C@@H](Br)[C@@H](C)Br)c2C1=O.O=C1OCCO1.O=C1OCCO1.O=C1OCCO1.O=C1OCCO1.O=C1OCCO1.O=C1OCCO1.O=C1OCCO1.O=C1OCCO1.O=C1OCCO1.O=C1OCCO1



Q: Which maximum force values were calculated for the entries above? A: 3.32, 0.44, 5.09, in eV/Å.